C46H60N2OP as an isolated structure, computed with the ωB97M-V functional and the def2-TZVPD basis.

ORCA input file:
```
! wB97M-V def2-TZVPD RIJCOSX def2/J DEFGRID3
* xyz 1 1
C -4.23 -1.59 -3.75
C -2.92 -1.30 -4.49
C -2.28 -0.02 -3.96
C -2.00 -0.11 -2.45
P -1.14 1.42 -1.79
C 0.33 1.56 -2.96
C 1.33 2.64 -2.53
C 2.31 2.88 -3.69
C 3.06 1.61 -4.12
C 2.15 0.38 -4.25
C 1.06 0.23 -3.16
C -2.18 2.85 -2.55
C -3.71 2.73 -2.63
C -4.18 3.69 -3.72
C -3.76 5.15 -3.47
C -2.30 5.29 -3.02
C -1.89 4.25 -1.97
C -3.25 -0.51 -1.64
C -3.99 -1.72 -2.24
H -4.94 -0.77 -3.93
H -4.69 -2.51 -4.14
H -2.23 -2.13 -4.36
H -3.11 -1.19 -5.56
H -1.37 0.20 -4.53
H -2.96 0.82 -4.14
H -1.23 -0.89 -2.26
H -0.10 1.86 -3.94
H 0.84 3.58 -2.25
H 1.89 2.29 -1.65
H 1.74 3.25 -4.55
H 3.02 3.67 -3.40
H 3.56 1.78 -5.07
H 3.86 1.41 -3.40
H 1.63 0.46 -5.22
H 2.74 -0.54 -4.29
H 1.51 -0.08 -2.21
H 0.39 -0.58 -3.47
H -1.80 2.84 -3.59
H -4.05 1.72 -2.86
H -4.14 3.03 -1.65
H -3.75 3.38 -4.68
H -5.27 3.63 -3.83
H -3.92 5.73 -4.38
H -4.41 5.58 -2.70
H -1.65 5.18 -3.90
H -2.12 6.30 -2.62
H -2.51 4.38 -1.07
H -0.84 4.39 -1.67
H -2.97 -0.73 -0.60
H -3.95 0.33 -1.58
H -4.95 -1.84 -1.73
H -3.41 -2.63 -2.04
C 3.06 -4.52 3.46
N 2.99 -3.15 2.99
C 4.00 -2.27 3.35
O 5.09 -2.58 3.82
C 3.51 -0.87 2.98
C 4.56 -0.12 2.16
C 4.70 -0.70 0.78
C 5.23 -1.98 0.55
C 5.11 -2.57 -0.71
C 4.53 -1.87 -1.77
C 4.05 -0.57 -1.55
C 4.24 0.05 -0.31
N 2.27 -1.14 2.29
C 1.60 -0.26 1.51
C 0.54 -0.51 0.66
C -0.27 0.63 0.22
C -1.51 0.91 0.98
C -2.07 2.20 0.96
C -3.21 2.49 1.71
C -3.81 1.48 2.47
C -3.29 0.18 2.48
C -2.16 -0.11 1.71
C 1.72 -2.44 2.74
C 0.91 -2.31 4.00
C 1.39 -2.66 5.21
C 0.62 -2.95 6.42
C 1.27 -3.14 7.66
C 0.55 -3.44 8.81
C -0.85 -3.61 8.73
C -1.50 -3.47 7.50
C -0.78 -3.13 6.36
H 4.12 -4.76 3.64
H 2.50 -4.64 4.40
H 2.66 -5.20 2.70
H 3.30 -0.34 3.94
H 4.27 0.93 2.11
H 5.49 -0.20 2.74
H 5.74 -2.52 1.37
H 5.45 -3.60 -0.87
H 4.42 -2.30 -2.77
H 3.52 -0.02 -2.33
H 3.97 1.11 -0.17
H 1.97 0.78 1.56
H 0.28 -1.54 0.35
H 0.34 1.52 -0.04
H -1.60 2.99 0.35
H -3.66 3.49 1.67
H -4.70 1.70 3.06
H -3.77 -0.62 3.06
H -1.76 -1.14 1.66
H 1.13 -2.89 1.92
H -0.06 -1.81 3.90
H 2.48 -2.75 5.33
H 2.36 -3.03 7.69
H 1.06 -3.55 9.76
H -1.41 -3.87 9.63
H -2.57 -3.64 7.43
H -1.29 -3.01 5.39
*
```

Results
energy = -2314.65937 hartree
energy relative to the best compared isomer or geometry (same formula, charge and spin) = 19.9 kJ/mol
HOMO level = -10.42 eV

These are the Mulliken partial charges, in e, on atoms 1 to 5: number 1, C, carries -0.632; number 2, C, carries -1.177; number 3, C, carries -0.500; number 4, C, carries -0.157; number 5, P, carries -0.501


C32H57FeN4OP2S as an isolated structure, computed with the ωB97M-V functional and the def2-TZVPD basis.

ORCA input file:
```
! wB97M-V def2-TZVPD RIJCOSX def2/J DEFGRID3
* xyz 1 5
C -1.00 -2.49 -1.76
C 1.27 -1.91 -1.47
C -0.66 -3.60 -2.53
C 1.65 -3.12 -2.12
C 0.68 -3.96 -2.64
H -1.47 -4.17 -2.99
H 2.71 -3.31 -2.24
H 0.96 -4.88 -3.15
N -0.06 -1.78 -1.10
P -2.71 -0.94 -0.19
P 2.56 0.62 -0.46
C -2.43 -1.95 -1.73
H -2.61 -1.31 -2.61
H -3.14 -2.79 -1.80
C -0.45 1.30 0.93
O -0.13 2.34 1.38
C 2.25 -0.87 -1.36
H 3.23 -1.29 -1.61
C 3.85 1.37 -1.80
C 3.59 0.49 1.22
C -3.91 0.47 -0.60
C -3.50 -2.29 0.86
C 3.35 2.81 -1.89
H 3.54 3.37 -0.96
H 3.85 3.34 -2.71
H 2.27 2.82 -2.07
C 5.35 1.33 -1.49
H 5.64 1.82 -0.55
H 5.75 0.30 -1.49
H 5.87 1.87 -2.30
C 3.68 0.66 -3.14
H 4.11 1.28 -3.94
H 4.19 -0.32 -3.18
H 2.62 0.49 -3.36
C 4.05 1.91 1.60
H 3.18 2.57 1.73
H 4.59 1.86 2.56
H 4.72 2.38 0.87
C 2.68 0.01 2.36
H 1.85 0.71 2.52
H 2.26 -0.98 2.17
H 3.26 -0.04 3.29
C 4.72 -0.53 1.08
H 5.47 -0.24 0.34
H 5.23 -0.62 2.05
H 4.32 -1.52 0.81
C -3.81 -1.68 2.23
H -4.27 -2.46 2.86
H -2.90 -1.34 2.72
H -4.51 -0.84 2.17
C -2.49 -3.44 1.03
H -2.19 -3.88 0.07
H -1.59 -3.09 1.56
H -2.96 -4.22 1.65
C -4.79 -2.91 0.25
H -5.01 -3.83 0.82
H -5.66 -2.25 0.35
H -4.68 -3.20 -0.80
C -3.66 0.89 -2.05
H -4.08 0.18 -2.78
H -4.13 1.87 -2.23
H -2.58 1.01 -2.24
C -3.57 1.66 0.32
H -2.49 1.87 0.35
H -4.06 2.56 -0.09
H -3.92 1.51 1.35
C -5.40 0.13 -0.41
H -5.73 -0.67 -1.08
H -5.65 -0.12 0.63
H -5.98 1.03 -0.66
Fe -0.48 -0.24 0.01
N -0.01 0.65 -1.54
C 0.64 0.94 -2.50
C 0.25 1.84 -3.75
C 1.31 1.87 -4.84
C -1.02 1.29 -4.40
C 0.01 3.26 -3.24
H 2.24 2.34 -4.52
H 1.51 0.86 -5.22
H 0.92 2.46 -5.68
H -1.92 1.66 -3.89
H -1.08 1.64 -5.44
H -1.04 0.19 -4.41
H -0.46 3.86 -4.03
H -0.66 3.25 -2.37
H 0.95 3.76 -2.95
S -0.24 -1.23 2.08
C -0.65 -0.31 3.48
N -0.11 -0.48 4.69
C -0.61 0.48 5.67
C -1.60 1.30 4.85
N -1.56 0.68 3.55
H 0.60 -1.18 4.89
H 0.21 1.09 6.06
H -1.10 -0.04 6.50
H -1.28 2.35 4.78
H -2.61 1.27 5.27
H -2.01 1.09 2.74
*
```

Results
energy = -3892.03816 hartree
HOMO level (spin up / spin down) = -7.64 / -9.55 eV

These are the Mulliken partial charges, in e, on atoms 1 to 5: number 1, C, carries 0.196; number 2, C, carries 0.511; number 3, C, carries -0.781; number 4, C, carries -1.252; number 5, C, carries -0.975


One molecule with the formula C2H5N3O3, computed with the ωB97M-V functional and the def2-TZVPD basis.

ORCA input file:
```
! wB97M-V def2-TZVPD RIJCOSX def2/J DEFGRID3
* xyz 0 1
O -0.22 2.29 0.63
C -0.35 1.80 -0.50
N -0.10 0.49 -0.87
C 0.15 -0.45 0.02
N 0.88 -1.54 -0.42
O 1.36 -1.43 -1.70
N -0.23 -0.54 1.29
O -1.25 0.21 1.75
H -0.66 2.42 -1.39
H 0.41 -2.43 -0.27
H 0.79 -0.71 -2.10
H 0.12 -1.22 1.92
H -0.90 1.11 1.65
*
```

Results
energy = -469.09310 hartree
energy relative to the best compared isomer or geometry (same formula, charge and spin) = 282.5 kJ/mol
HOMO level = -9.74 eV

These are the Mulliken partial charges, in e, on atoms 1 to 5: number 1, O, carries -0.646; number 2, C, carries 0.136; number 3, N, carries -0.585; number 4, C, carries 0.627; number 5, N, carries -0.201